# 1
Entry from OMol25: a molecular structure, C24H20F3FeNO9S at a distorted geometry (ωB97M-V/def2-TZVPD).

```
59
C24H20F3FeNO9S (ωB97M-V/def2-TZVPD)
C 0.477 -0.588 -3.355
C -5.416 1.992 0.317
H -2.799 4.470 -1.040
H 2.932 0.394 1.686
C -4.864 4.173 -0.522
H -0.236 4.615 3.295
C -4.096 1.610 0.178
H 4.872 0.616 -1.460
F 1.143 -1.827 -3.205
H 2.878 -4.925 1.294
H 3.509 1.077 -2.491
S -1.415 1.888 -0.631
H -0.975 0.060 1.541
C 2.095 -4.756 0.570
C -3.541 3.785 -0.655
C -0.854 1.054 1.949
C -0.423 3.616 2.919
C 2.975 0.781 -0.431
C 1.821 -5.694 -0.418
O -1.512 -2.733 -2.031
C 1.770 1.783 -0.454
O -1.742 0.454 -0.775
N 0.390 -3.347 -0.312
C 0.763 -5.471 -1.289
H 4.206 2.263 -1.369
H 0.482 -6.205 -2.032
F 1.499 0.255 -3.758
O 0.661 1.236 -0.724
C -0.495 1.242 3.274
C -0.773 3.430 1.593
F -0.242 -0.750 -4.522
O 2.549 -0.542 -0.711
H -0.007 2.674 4.796
H -5.169 5.171 -0.815
C 3.623 0.819 0.959
H 3.850 1.840 1.255
Fe -0.029 -1.087 -1.147
O -1.742 -4.884 -2.614
H -6.836 3.581 0.072
C -5.801 3.278 -0.032
H 4.541 0.229 0.960
O 1.969 2.970 -0.219
H -6.150 1.287 0.686
C -3.154 2.503 -0.301
C -1.001 2.150 1.120
C -0.291 2.523 3.761
C 3.963 1.214 -1.514
O 1.975 -2.783 2.733
C 1.471 -2.491 1.650
H 2.080 -0.844 0.099
O 2.578 -6.838 -0.501
O 1.004 -1.379 1.283
C -1.181 -3.938 -2.055
C 0.067 -4.275 -1.202
H -0.360 0.387 3.922
C 1.341 -3.591 0.583
H 2.251 -7.353 -1.250
H -0.863 4.273 0.925
H -3.768 0.609 0.416
```

Results
M ... 611.33 g mol⁻¹
HOMO energy (spin up / spin down) ... -2.48 / -2.89 eV
Net charge ... -2
ΔE to the lowest compared entry with this formula, charge and spin ... 43.4 kcal/mol
Lowest unoccupied orbital energy (spin up / spin down) ... 0.1580 / 0.1580 hartree
Kohn-Sham gap (spin up / spin down) ... 6.8 / 7.2 eV
2S+1 ... 5

# 2
Entry from OMol25: C20H22BrFN2O4 in the gas phase at a distorted geometry (ωB97M-V/def2-TZVPD).

```
50
C20H22BrFN2O4 (ωB97M-V/def2-TZVPD)
C -2.500 5.210 3.221
H 1.441 -1.861 0.666
H 3.177 -2.591 -0.878
H -0.270 -2.099 2.066
H -0.480 7.226 1.350
C -0.325 -2.334 -0.096
H -2.105 3.075 3.560
C 2.687 -1.939 -1.547
C -0.781 3.891 2.201
H -1.033 -4.225 2.250
C 0.762 2.339 0.966
F -2.557 7.496 2.762
H 2.523 -1.912 -7.219
C -0.280 2.582 1.940
C 3.221 -1.866 -5.159
H -3.905 -3.781 1.122
H -4.148 -1.653 1.989
H -0.759 1.738 2.415
H 1.829 -3.043 -6.011
N -3.260 -2.095 1.809
H 0.704 4.954 1.047
C 2.194 -2.046 -6.162
C -0.944 -2.316 1.298
H 3.801 -2.893 -5.055
C -0.145 4.994 1.663
H 4.007 -1.112 -5.420
C -3.091 -3.531 1.865
C 3.311 -2.146 -2.822
C -1.616 -3.670 1.455
H -1.109 -2.017 -0.856
C 1.563 -1.156 -1.342
C 0.782 -1.326 -0.015
O 4.318 -2.798 -2.847
Br -3.978 5.330 4.402
C -1.851 3.978 3.043
O -2.143 -0.141 1.628
C -1.945 6.367 2.630
O 2.515 0.811 0.653
N 0.473 -0.089 0.707
O 2.679 -1.569 -3.847
H -1.396 -4.217 0.609
C 1.331 1.022 0.814
C -2.137 -1.342 1.655
H -0.522 0.143 0.818
H 0.097 -3.232 -0.466
H 1.296 3.120 0.486
H 1.167 -0.416 -2.063
H 1.484 -1.262 -5.903
H -3.317 -3.883 2.847
C -0.761 6.285 1.769
```

Results
M ... 453.31 g mol⁻¹
HOMO energy ... -8.34 eV
SMILES ... CCOC(=O)/C=C/[C@H](C[C@@H]1CCNC1=O)NC(=O)/C=C/c1ccc(F)c(Br)c1
ΔE to the lowest compared entry with this formula, charge and spin ... 0.0 kcal/mol
Lowest unoccupied orbital energy ... -0.0013 hartree
Kohn-Sham gap ... 8.3 eV

# 3
Entry from OMol25: 2 unconnected molecules or ions with the total composition C4H5N3 at a distorted geometry (ωB97M-V/def2-TZVPD).

```
12
C4H5N3 (ωB97M-V/def2-TZVPD)
C -1.217 -1.783 -0.881
H -1.238 -0.147 0.919
N -2.034 2.338 2.862
H 1.230 -0.829 -2.604
C -0.766 0.803 1.171
N 0.343 1.113 0.635
H 0.666 2.031 0.950
H 1.551 -0.395 -0.901
C -1.479 1.652 2.114
C 1.211 -1.186 -1.572
N -0.122 -1.530 -1.212
H 1.853 -2.066 -1.481
```

Results
M ... 95.10 g mol⁻¹
HOMO energy ... -11.38 eV
ΔE to the lowest compared entry with this formula, charge and spin ... 68.0 kcal/mol
Lowest unoccupied orbital energy ... -0.0077 hartree
Kohn-Sham gap ... 11.2 eV

# 4
Entry from OMol25: C4H2Cl2O3S in the gas phase at a distorted geometry (ωB97M-V/def2-TZVPD).

```
12
C4H2Cl2O3S (ωB97M-V/def2-TZVPD)
C 0.635 -0.262 0.362
Cl -2.871 0.931 -1.042
Cl 1.824 2.250 -0.620
O -1.395 -1.156 -1.141
H -0.679 1.528 0.583
C -0.702 0.449 0.518
H -1.246 0.349 1.388
O -0.181 -2.623 0.833
O 3.155 -0.040 -0.313
C 2.081 0.541 -0.273
C -1.577 -0.093 -0.612
S 0.957 -1.874 0.315
```

Results
M ... 201.03 g mol⁻¹
HOMO energy ... -10.05 eV
Lowest unoccupied orbital energy ... -0.0439 hartree
Kohn-Sham gap ... 8.9 eV